# C8H16N2O3S2

A 4-piece molecular cluster, C8H16N2O3S2 overall (wB97M-V/def2-TZVPD, OMol25).

LUMO level in eV: -0.04
Highest occupied orbital energy in eV: -8.78

```
31
Properties=species:S:1:pos:R:3:mulliken_charge:R:1
C -2.660 -1.347 -0.222 0.04
C -1.394 -0.804 0.521 -0.20
C -3.789 -0.280 -0.003 -1.06
C 0.628 0.619 0.201 0.23
C 0.097 1.948 0.633 0.33
C 1.758 0.926 -0.886 -0.93
C 2.480 -0.357 -1.273 -0.71
C 4.712 0.058 0.444 -0.73
H -2.049 -3.146 0.678 0.35
H -3.609 -2.268 1.326 0.37
H -2.539 -1.448 -1.355 0.32
H -4.766 -0.698 -0.324 0.46
H -4.083 0.080 0.935 0.47
H -2.407 1.877 -0.390 0.16
H -0.708 -0.511 -1.278 0.40
H 0.994 0.274 1.164 0.22
H 2.292 1.783 -0.471 0.50
H 1.173 1.390 -1.726 0.39
H 1.730 -0.983 -1.846 0.34
H 3.287 -0.077 -2.022 0.40
H 4.984 1.061 -0.591 0.24
H 4.435 0.506 1.950 0.23
H 5.866 -0.948 0.445 0.26
H -1.411 1.142 1.531 0.50
N -3.064 -2.651 0.336 -0.74
N -0.399 -0.314 -0.241 0.26
O -1.316 -0.799 1.722 -0.62
O 0.906 2.935 0.430 -0.65
O -1.014 2.078 1.382 -0.52
S -3.582 1.212 -1.021 -0.24
S 3.447 -1.258 -0.049 -0.06
```